Record 1
This record from the OMol25 dataset describes 2 unconnected molecules or ions with the total composition C2H4NO2. The level of theory is wB97M-V/def2-TZVPD.

Calculated values
ΔE to the lowest compared entry with this formula, charge and spin = 159.6 kJ/mol
total energy = -283.85021 Eh
net charge = -1
frontier orbital gap = 7.7 eV
2S+1 = 1

Geometry (Å):
O (0.412, 2.218, 1.634)
O (-0.193, -1.492, 0.142)
N (-0.406, -0.462, -1.965)
C (0.578, 1.120, 1.158)
C (-0.365, -1.443, -1.115)
H (0.222, 0.167, 1.572)
H (-0.437, -2.447, -1.594)
H (-0.330, 0.452, -1.522)
H (1.141, 0.993, 0.219)

Record 2
This record from the OMol25 dataset describes a gas-phase ion, C2H4NO2 (charge +1) in a non-equilibrium geometry. The level of theory is wB97M-V/def2-TZVPD.

Calculated values
ΔE to the lowest compared entry with this formula, charge and spin = 431.1 kJ/mol
total energy = -283.39195 Eh
net charge = +1
frontier orbital gap = 11.4 eV
SMILES = O=[N+]1CCO1
2S+1 = 1

Geometry (Å):
O (2.254, -0.515, -0.049)
O (0.769, 1.122, 0.057)
N (1.154, -0.117, 0.012)
C (-0.664, 0.771, -0.043)
C (-0.204, -0.683, 0.009)
H (-1.288, 0.980, -1.017)
H (-1.181, 1.156, 0.810)
H (-0.354, -1.200, 0.981)
H (-0.486, -1.514, -0.760)

Record 3
This record from the OMol25 dataset describes 2 unconnected molecules or ions with the total composition C2H4NO2 in a non-equilibrium geometry. The level of theory is wB97M-V/def2-TZVPD.

Calculated values
ΔE to the lowest compared entry with this formula, charge and spin = 476.7 kJ/mol
total energy = -283.37458 Eh
net charge = +1
frontier orbital gap (alpha / beta) = 9.8 / 3.7 eV
2S+1 = 1

Geometry (Å):
O (-1.391, -0.351, -0.555)
O (3.150, -1.215, -0.501)
N (-2.562, -0.290, -0.112)
C (2.430, -0.407, -0.141)
C (1.653, 0.587, 0.308)
H (1.360, 0.791, 1.275)
H (-2.721, 0.323, 0.768)
H (1.446, 1.292, -0.392)
H (-3.365, -0.731, -0.652)

Record 4
This record from the OMol25 dataset describes C2H4NO2P in the gas phase in a non-equilibrium geometry. The level of theory is wB97M-V/def2-TZVPD.

Calculated values
ΔE to the lowest compared entry with this formula, charge and spin = 80.5 kJ/mol
total energy = -625.20061 Eh
frontier orbital gap = 9.6 eV
SMILES = CC(=O)/N=P/O
2S+1 = 1

Geometry (Å):
P (-1.668, 0.570, -0.762)
O (-2.502, 1.390, 0.361)
O (0.291, -2.190, 0.051)
N (-0.827, -0.211, 0.263)
C (1.466, -0.078, -0.229)
C (0.299, -1.026, 0.037)
H (-2.068, 1.060, 1.125)
H (2.301, -0.610, -0.570)
H (1.207, 0.630, -1.000)
H (1.501, 0.466, 0.723)

Record 5
This record from the OMol25 dataset describes 2 unconnected molecules or ions with the total composition C2H4NO3 in a non-equilibrium geometry. The level of theory is wB97M-V/def2-TZVPD.

Calculated values
ΔE to the lowest compared entry with this formula, charge and spin = 80.3 kJ/mol
total energy = -359.15029 Eh
net charge = -1
frontier orbital gap = 9.3 eV
2S+1 = 1

Geometry (Å):
O (-1.747, -0.316, -1.167)
O (3.100, -0.301, 0.574)
O (-1.732, 0.099, 1.077)
N (0.938, -0.298, -0.397)
C (1.925, 0.142, 0.375)
C (-2.177, 0.247, -0.083)
H (-0.151, -0.302, -0.407)
H (1.205, -1.270, -0.490)
H (-3.035, 0.916, -0.373)
H (1.674, 1.083, 0.891)

Record 6
This record from the OMol25 dataset describes a gas-phase ion, C2H4NO3P (charge -2) in a non-equilibrium geometry. The level of theory is wB97M-V/def2-TZVPD.

Calculated values
ΔE to the lowest compared entry with this formula, charge and spin = 185.2 kJ/mol
total energy = -700.39176 Eh
net charge = -2
frontier orbital gap = 5.8 eV
SMILES = O=P([O-])([O-])N1CC1
2S+1 = 1

Geometry (Å):
P (2.615, 0.055, -0.007)
O (3.465, 0.264, -1.218)
O (3.088, 0.726, 1.245)
O (2.176, -1.753, 0.222)
N (1.035, 0.696, -0.432)
C (0.021, 0.594, 0.610)
C (-0.007, -0.273, -0.582)
H (0.361, 0.182, 1.593)
H (-0.857, 1.336, 0.868)
H (-0.671, -0.123, -1.389)
H (0.160, -1.282, -0.414)

Record 7
This record from the OMol25 dataset describes a gas-phase ion, C2H4NO3S (charge +1) in a non-equilibrium geometry. The level of theory is wB97M-V/def2-TZVPD.

Calculated values
ΔE to the lowest compared entry with this formula, charge and spin = 184.9 kJ/mol
total energy = -756.75065 Eh
net charge = +1
frontier orbital gap (alpha / beta) = 4.7 / 4.7 eV
2S+1 = 1

Geometry (Å):
S (-1.277, -0.839, 1.822)
O (2.385, -2.906, 1.243)
O (-0.147, -1.037, 2.664)
O (0.910, -1.560, 0.191)
N (2.002, -1.846, 0.937)
C (-0.751, 0.192, 0.277)
C (0.643, -0.195, -0.154)
H (-1.513, -0.253, -0.474)
H (0.589, -0.134, -1.269)
H (-0.901, 1.221, 0.224)
H (1.321, 0.537, 0.357)

Record 8
This record from the OMol25 dataset describes C2H4NOP in the gas phase in a non-equilibrium geometry. The level of theory is wB97M-V/def2-TZVPD.

Calculated values
ΔE to the lowest compared entry with this formula, charge and spin = 34.0 kJ/mol
total energy = -549.92764 Eh
frontier orbital gap = 9.7 eV
SMILES = C1COP=N1
2S+1 = 1

Geometry (Å):
P (-2.815, 0.052, -0.011)
O (-1.715, -1.242, -0.092)
N (-1.775, 1.249, 0.109)
C (-0.432, 0.765, -0.126)
C (-0.360, -0.819, 0.115)
H (0.204, 1.183, 0.554)
H (-0.157, -1.061, 1.248)
H (0.080, 1.095, -1.087)
H (0.222, -1.271, -0.745)

Record 9
This record from the OMol25 dataset describes 2 unconnected molecules or ions with the total composition C2H4NOPS in a non-equilibrium geometry. The level of theory is wB97M-V/def2-TZVPD.

Calculated values
ΔE to the lowest compared entry with this formula, charge and spin = 302.0 kJ/mol
total energy = -948.04705 Eh
frontier orbital gap (alpha / beta) = 7.2 / 5.4 eV
2S+1 = 1

Geometry (Å):
S (3.214, -0.539, -0.498)
P (0.035, -1.658, 0.283)
O (-0.818, -0.324, 0.516)
N (1.736, 1.594, 0.544)
C (2.370, 0.723, 0.117)
C (-1.602, 0.322, -0.466)
H (0.492, -1.621, 1.611)
H (-2.544, -0.213, -0.607)
H (-1.081, 0.397, -1.419)
H (-1.802, 1.321, -0.081)

Record 10
This record from the OMol25 dataset describes a gas-phase ion, C2H4NOS (charge -1) in a non-equilibrium geometry. The level of theory is wB97M-V/def2-TZVPD.

Calculated values
ΔE to the lowest compared entry with this formula, charge and spin = 37.2 kJ/mol
total energy = -606.64478 Eh
net charge = -1
frontier orbital gap (alpha / beta) = 3.1 / 6.7 eV
2S+1 = 3
<S²> = 2.01

Geometry (Å):
S (2.229, -0.214, -0.252)
O (-1.821, -1.331, -0.118)
N (0.921, 0.417, 0.470)
C (-1.292, -0.270, 0.253)
C (-0.242, 0.657, -0.370)
H (2.615, -1.464, 0.361)
H (-0.197, 0.356, -1.431)
H (-0.502, 1.728, -0.210)
H (-1.709, 0.122, 1.298)

Record 11
This record from the OMol25 dataset describes a gas-phase ion, C2H4NOS2 (charge -1) in a non-equilibrium geometry. The level of theory is wB97M-V/def2-TZVPD.

Calculated values
ΔE to the lowest compared entry with this formula, charge and spin = 78.9 kJ/mol
total energy = -1004.98719 Eh
net charge = -1
frontier orbital gap = 7.0 eV
2S+1 = 1

Geometry (Å):
S (0.072, -0.789, 0.379)
S (2.966, 0.009, 0.628)
O (1.323, 1.143, -1.082)
N (-0.366, -1.572, -0.923)
C (1.603, 0.355, -0.220)
C (-1.101, 0.652, 0.463)
H (-0.824, 1.251, 1.324)
H (-2.113, 0.270, 0.559)
H (-0.984, 1.214, -0.459)
H (-0.576, -2.533, -0.669)

Record 12
This record from the OMol25 dataset describes 2 unconnected molecules or ions with the total composition C2H4NOS2 in a non-equilibrium geometry. The level of theory is wB97M-V/def2-TZVPD.

Calculated values
ΔE to the lowest compared entry with this formula, charge and spin = 200.1 kJ/mol
total energy = -1004.94102 Eh
net charge = -1
frontier orbital gap = 4.8 eV
2S+1 = 1

Geometry (Å):
S (0.395, -0.499, -1.019)
S (-3.373, 1.034, 0.013)
O (-1.960, -0.985, 1.085)
N (0.762, -1.896, -0.320)
C (-2.429, -0.080, 0.488)
C (1.543, 0.915, -0.196)
H (0.003, -2.209, 0.341)
H (2.395, 0.659, 0.450)
H (1.968, 1.457, -1.038)
H (0.697, 1.604, 0.197)

Record 13
This record from the OMol25 dataset describes 2 unconnected molecules or ions with the total composition C2H4NP in a non-equilibrium geometry. The level of theory is wB97M-V/def2-TZVPD.

Calculated values
ΔE to the lowest compared entry with this formula, charge and spin = 462.0 kJ/mol
total energy = -474.49774 Eh
frontier orbital gap (alpha / beta) = 6.6 / 5.8 eV
2S+1 = 1

Geometry (Å):
P (-3.459, -0.131, -0.063)
N (-1.926, -0.038, 0.079)
C (1.582, -0.302, -0.095)
C (-0.722, 0.300, -0.046)
H (1.516, -0.980, 0.723)
H (-0.641, 1.265, 0.429)
H (1.969, -0.862, -1.059)
H (1.682, 0.747, 0.031)

Record 14
This record from the OMol25 dataset describes C2H4NP in the gas phase in a non-equilibrium geometry. The level of theory is wB97M-V/def2-TZVPD.

Calculated values
ΔE to the lowest compared entry with this formula, charge and spin = 201.1 kJ/mol
total energy = -474.59709 Eh
frontier orbital gap (alpha / beta) = 9.4 / 9.4 eV
SMILES = [H]/N=C/P=C
2S+1 = 1

Geometry (Å):
P (0.820, -1.414, -0.006)
N (-1.927, -1.060, 0.527)
C (-0.800, -0.783, -0.433)
C (1.604, 0.011, 0.368)
H (-2.779, -0.668, 0.131)
H (2.634, -0.029, 0.681)
H (-1.012, -0.234, -1.341)
H (1.135, 0.981, 0.401)

Record 15
This record from the OMol25 dataset describes a molecular structure, C2H4NP in a non-equilibrium geometry. The level of theory is wB97M-V/def2-TZVPD.

Calculated values
ΔE to the lowest compared entry with this formula, charge and spin = 277.6 kJ/mol
total energy = -474.56798 Eh
frontier orbital gap (alpha / beta) = 7.0 / 7.0 eV
2S+1 = 1

Geometry (Å):
P (-2.094, 0.209, 0.039)
N (0.338, 1.683, 0.143)
C (0.249, 0.604, -0.502)
C (-0.437, -0.632, -0.008)
H (0.601, 0.690, -1.585)
H (-0.426, -1.575, -0.564)
H (-0.041, -1.064, 1.053)
H (0.042, 1.903, 1.034)

Record 16
This record from the OMol25 dataset describes C2H4NP in the gas phase in a non-equilibrium geometry. The level of theory is wB97M-V/def2-TZVPD.

Calculated values
ΔE to the lowest compared entry with this formula, charge and spin = 142.3 kJ/mol
total energy = -474.61948 Eh
frontier orbital gap = 9.6 eV
SMILES = [H]/N=C1/CP1
2S+1 = 1

Geometry (Å):
P (-0.052, -1.421, 0.695)
N (1.620, 0.865, -0.266)
C (0.659, 0.165, -0.019)
C (-0.514, -0.184, -0.689)
H (-0.498, -0.645, 1.690)
H (2.522, 0.793, 0.326)
H (-1.459, 0.269, -0.423)
H (-0.321, -0.400, -1.685)

Record 17
This record from the OMol25 dataset describes a molecular structure, C2H4NdO in a non-equilibrium geometry. The level of theory is wB97M-V/def2-TZVPD.

Calculated values
total energy = -714.54517 Eh
net charge = +2
frontier orbital gap (alpha / beta) = 8.7 / 8.9 eV
2S+1 = 5
<S²> = 6.00

Geometry (Å):
Nd (-1.872, -3.088, -0.258)
O (-0.364, -1.196, 0.712)
C (0.077, -0.063, 0.661)
C (0.209, 0.841, -0.473)
H (0.792, 0.348, -1.266)
H (-0.760, 1.189, -0.845)
H (1.023, 1.577, 0.035)
H (0.895, 0.392, 1.435)

Record 18
This record from the OMol25 dataset describes C2H4O2 in the gas phase. The level of theory is wB97M-V/def2-TZVPD.

Calculated values
ΔE to the lowest compared entry with this formula, charge and spin = 121.8 kJ/mol
total energy = -229.06020 Eh
frontier orbital gap = 11.4 eV
SMILES = O=CCO
2S+1 = 1

Geometry (Å):
O (0.945, 1.495, -0.052)
O (-1.499, 0.270, -0.096)
C (0.923, 0.286, -0.060)
C (-0.356, -0.520, -0.034)
H (-1.193, 1.119, 0.257)
H (1.854, -0.314, -0.040)
H (-0.323, -1.112, 0.900)
H (-0.351, -1.224, -0.876)

Record 19
This record from the OMol25 dataset describes a molecular structure, C2H4O2 in a non-equilibrium geometry. The level of theory is wB97M-V/def2-TZVPD.

Calculated values
ΔE to the lowest compared entry with this formula, charge and spin = 264.6 kJ/mol
total energy = -229.00579 Eh
frontier orbital gap = 11.0 eV
2S+1 = 1

Geometry (Å):
O (-0.646, 1.233, -0.011)
O (-0.762, -1.048, -0.006)
C (1.391, -0.088, -0.053)
C (-0.101, 0.117, 0.036)
H (-1.706, -0.908, -0.015)
H (1.981, 0.762, -0.704)
H (1.510, -1.515, -0.340)
H (1.741, 0.008, 1.293)

Record 20
This record from the OMol25 dataset describes 2 unconnected molecules or ions with the total composition C2H4O2P in a non-equilibrium geometry. The level of theory is wB97M-V/def2-TZVPD.

Calculated values
ΔE to the lowest compared entry with this formula, charge and spin = 37.3 kJ/mol
total energy = -570.49625 Eh
net charge = -1
frontier orbital gap = 8.2 eV
2S+1 = 1

Geometry (Å):
P (-1.546, 2.373, -0.930)
O (-0.581, 1.577, -0.043)
O (-2.947, 1.997, -0.640)
C (0.284, -0.647, 0.433)
C (1.360, -1.265, 0.082)
H (-0.698, -0.975, 0.087)
H (1.317, -2.002, -0.630)
H (2.404, -1.159, 0.496)
H (0.405, 0.101, 1.145)